(1)
ORCA calculation (wB97M-V/def2-TZVPD) on C21H47NO6Si2 as an isolated structure.

Summary:
Charge: 0
Calculated total energy: -1913.51003 Ha

Cartesian coordinates (Å):
N1 4.70010 0.20523 3.10668
C1 3.95342 0.08134 2.11802
C2 3.60826 1.24721 1.25079
Si1 3.24786 2.78822 2.30960
C3 1.48126 3.38484 2.06385
C4 0.52695 2.33034 2.64002
C5 0.03622 1.34015 1.59855
O1 -0.30092 0.09691 2.20006
O2 4.25119 4.09557 1.97837
Si2 5.90489 3.87532 1.96961
H1 4.83377 -0.69235 3.56316
H2 3.57303 -0.90853 1.87186
H3 2.76425 0.96305 0.63821
H4 4.45468 1.37634 0.58588
H5 3.37004 2.49216 3.74901
H6 1.32708 3.56106 1.00514
H7 1.38627 4.31962 2.59182
H8 0.99964 1.79996 3.45745
H9 -0.33902 2.81032 3.07021
H10 0.77525 1.20797 0.82133
H11 -0.84387 1.73138 1.11994
H12 0.53193 -0.31576 2.46067
H13 6.39756 4.37091 0.66660
H14 6.23922 2.44528 2.09668
H15 6.57111 4.59089 3.07193
C6 1.93670 0.86781 -3.38322
C7 0.43738 0.73558 -3.63575
C8 -0.12926 0.93603 -2.24009
O3 0.77144 1.81636 -1.55538
C9 1.97884 1.95041 -2.31321
H16 2.51178 1.12837 -4.27020
H17 2.33135 -0.07102 -2.98441
H18 0.09426 1.53456 -4.29608
H19 0.14251 -0.21466 -4.07496
H20 -0.17017 -0.01049 -1.68710
H21 -1.12740 1.37428 -2.24792
H22 1.99709 2.95064 -2.75830
H23 2.83732 1.85420 -1.64545
C10 -3.47257 -2.62428 5.09109
C11 -2.41976 -1.76024 4.40209
C12 -2.83842 -1.86713 2.94402
O4 -4.26266 -2.03367 2.94187
C13 -4.71491 -2.31369 4.26730
H24 -3.60100 -2.40216 6.14966
H25 -3.21119 -3.68059 4.99329
H26 -2.50252 -0.72546 4.74188
H27 -1.39714 -2.09266 4.57367
H28 -2.39019 -2.74494 2.46447
H29 -2.57441 -0.98557 2.36500
H30 -5.23242 -1.42698 4.65082
H31 -5.42382 -3.14229 4.23928
C14 -4.91547 0.70917 -4.31528
C15 -4.65299 -0.24588 -3.15486
C16 -3.42878 -1.00263 -3.64863
O5 -2.69557 -0.09237 -4.47679
C17 -3.50075 1.05675 -4.75539
H32 -5.49902 1.58596 -4.03961
H33 -5.44184 0.18731 -5.11759
H34 -4.40780 0.31998 -2.25324
H35 -5.49076 -0.90194 -2.92608
H36 -3.71369 -1.86803 -4.25609
H37 -2.78745 -1.34666 -2.83575
H38 -3.10459 1.90350 -4.18271
H39 -3.43185 1.29506 -5.81714
C18 1.82726 -2.24038 -0.93044
C19 1.48163 -2.82872 -2.29457
C20 0.61725 -4.02087 -1.90540
O6 -0.05107 -3.65882 -0.69436
C21 0.53386 -2.46975 -0.16066
H40 2.11725 -1.18912 -0.96509
H41 2.64456 -2.80539 -0.47489
H42 0.89430 -2.11024 -2.87322
H43 2.35137 -3.11117 -2.88591
H44 1.22916 -4.90852 -1.71148
H45 -0.12486 -4.27162 -2.66376
H46 -0.16643 -1.64142 -0.31021
H47 0.69527 -2.59401 0.91134

---

(2)
ORCA calculation (wB97M-V/def2-TZVPD) on C53H57Cl2N10NiO as an isolated structure.

Summary:
Charge: +1
2S+1: 3
Calculated total energy: -5104.64403 Ha

Cartesian coordinates (Å):
Ni1 -0.74617 -5.43188 7.39221
C1 4.12173 -10.56458 6.80425
C2 3.31050 -9.65304 5.85004
O1 2.24401 -8.96598 6.49256
H1 3.49257 -11.16774 7.45882
H2 4.84203 -10.07325 7.45836
H3 4.69925 -11.20528 6.13786
H4 2.99866 -10.28155 5.01587
H5 3.95794 -8.92599 5.35981
N1 3.05696 -2.80062 8.44975
C3 4.13949 -3.38366 9.10328
C4 5.30526 -2.68045 9.42392
C5 5.35454 -1.36637 9.08620
C6 4.36716 -0.72018 8.37969
C7 3.19827 -1.47818 8.14013
H6 4.05652 -4.45411 9.21998
H7 6.18997 -3.16437 9.81060
H8 6.22816 -0.78485 9.34120
H9 4.45713 0.33216 8.15410
H10 2.36589 -0.98328 7.66198
N2 -4.49253 -8.53790 7.71414
C8 -4.54778 -9.64372 6.87913
C9 -5.50118 -10.59080 6.84850
C10 -6.61806 -10.41767 7.71792
C11 -6.60307 -9.37916 8.66535
C12 -5.58150 -8.47660 8.59452
H11 -3.67482 -9.79464 6.26141
H12 -5.48637 -11.37204 6.10296
H13 -7.36467 -11.19718 7.75460
H14 -7.47258 -9.28251 9.29861
H15 -5.66406 -7.62828 9.25780
N3 -0.69437 -6.68542 12.32054
C13 -0.98402 -5.86398 13.39011
C14 -1.07526 -6.37468 14.69256
C15 -0.79644 -7.69505 15.01013
C16 -0.44777 -8.54931 13.91945
C17 -0.42373 -7.98105 12.65437
H16 -1.22875 -4.83296 13.18152
H17 -1.52796 -5.69188 15.39629
H18 -0.77851 -8.06729 16.02380
H19 -0.23451 -9.59579 14.08007
H20 -0.18358 -8.63921 11.83244
N4 9.73716 -15.84021 2.76068
C18 8.64918 -15.96283 3.57212
C19 8.68877 -16.59080 4.86083
C20 9.91978 -17.07232 5.33465
C21 11.06121 -16.86565 4.52845
C22 10.87846 -16.27811 3.24499
H21 7.71441 -15.64969 3.13104
H22 7.76585 -16.75626 5.39678
H23 9.97182 -17.48894 6.32970
H24 12.00375 -17.21452 4.92382
H25 11.74718 -16.19829 2.60832
N5 5.59607 -9.21616 -4.29521
C23 4.94059 -9.27354 -3.09057
C24 3.73652 -8.67345 -2.71015
C25 3.01075 -8.02520 -3.71410
C26 3.55804 -7.93183 -5.02377
C27 4.85863 -8.51313 -5.24099
H26 5.50069 -9.73656 -2.29164
H27 3.37188 -8.73870 -1.69568
H28 2.02380 -7.62775 -3.52872
H29 3.04597 -7.33155 -5.76124
H30 5.47068 -8.43434 -6.12732
N6 -1.70023 -4.48152 2.83583
C28 -0.70654 -4.21873 1.93922
C29 -0.79724 -3.95107 0.57619
C30 -2.08760 -4.01956 0.10968
C31 -3.16535 -4.17761 0.92016
C32 -2.93671 -4.51873 2.23591
H31 0.28996 -4.28147 2.35086
H32 0.02892 -3.73205 -0.08402
H33 -2.20669 -3.84498 -0.94944
H34 -4.18452 -4.02053 0.59920
H35 -3.75855 -4.76413 2.89223
N7 6.22240 -1.74066 -0.11718
C33 6.12202 -3.08151 0.11196
C34 6.34213 -3.65141 1.35627
C35 6.43728 -2.73013 2.43121
C36 6.46465 -1.36944 2.23439
C37 6.42607 -0.92411 0.95990
H36 5.92878 -3.73518 -0.72576
H37 6.28436 -4.71532 1.53279
H38 6.44412 -3.17543 3.41512
H39 6.43630 -0.66888 3.05585
H40 6.45939 0.14409 0.80424
N8 1.62239 -16.71088 3.71764
C38 1.92466 -17.67529 2.82431
C39 2.09521 -17.47264 1.46641
C40 1.84422 -16.24995 0.92645
C41 1.45998 -15.23071 1.72825
C42 1.32950 -15.50328 3.10321
H41 2.14820 -18.63587 3.26446
H42 2.50111 -18.25850 0.84667
H43 2.03273 -16.17616 -0.13441
H44 1.25544 -14.22696 1.38613
H45 0.99307 -14.72551 3.77276
N9 11.02453 -10.57661 10.06153
C43 10.89424 -9.34889 10.59487
C44 11.91515 -8.35800 10.55267
C45 13.20623 -8.76156 10.20954
C46 13.37550 -10.09180 9.80301
C47 12.29970 -10.95943 9.71779
H46 9.91392 -9.09734 10.97182
H47 11.75065 -7.31486 10.77896
H48 14.02354 -8.06602 10.33055
H49 14.35692 -10.32006 9.41427
H50 12.35030 -11.95542 9.30326
N10 6.08540 -16.29788 14.99556
C48 7.22872 -17.03586 15.17291
C49 8.19401 -17.28392 14.17882
C50 8.04823 -16.60707 12.98278
C51 6.89338 -15.84333 12.73058
C52 5.93226 -15.69433 13.75734
H51 7.40728 -17.42303 16.16518
H52 9.10194 -17.81574 14.42221
H53 8.77965 -16.59394 12.18827
H54 6.80423 -15.39587 11.75169
H55 5.02360 -15.11595 13.67837
C53 -1.37351 -14.59882 9.31852
Cl1 -2.33381 -13.66849 10.54948
Cl2 -0.40726 -15.76839 10.16701
H56 -1.98341 -15.14723 8.60062
H57 -0.78689 -13.90586 8.71537

---

(3)
ORCA calculation (wB97M-V/def2-TZVPD) on C12H22B7F28N4Zn2 as an isolated structure.

Summary:
Charge: -1
Calculated total energy: -7220.09558 Ha

Cartesian coordinates (Å):
Zn1 -2.24466 0.25423 -2.03127
Zn2 2.57174 -0.63882 -2.31961
C1 2.56693 3.30496 2.18392
C2 2.99279 4.54304 1.42613
N1 1.93364 5.09873 0.59165
C3 1.06116 4.38155 -0.14104
C4 0.24028 5.23642 -0.80361
N2 0.68082 6.52122 -0.53924
C5 1.72786 6.40062 0.35779
C6 0.00993 7.76196 -0.86051
H1 3.25175 3.03589 2.98172
H2 2.51158 2.47756 1.47164
H3 1.52930 3.36238 2.52129
H4 3.87260 4.24409 0.85186
H5 3.37091 5.27876 2.13769
H6 1.03029 3.30672 -0.23841
H7 -0.65815 5.08379 -1.38017
H8 2.34253 7.15520 0.81686
H9 0.31680 8.50655 -0.12322
H10 -1.06077 7.73356 -0.66308
H11 0.23750 8.16149 -1.84484
C7 -1.17609 -6.56169 5.00264
C8 0.03121 -5.92738 4.32015
N3 -0.32245 -5.36948 3.06504
C9 -1.02301 -5.91508 2.01706
C10 -1.36616 -4.95480 1.12448
N4 -0.86436 -3.78551 1.62484
C11 -0.21838 -4.04581 2.74841
C12 -1.10226 -2.46631 1.04096
H12 -1.69864 -7.39166 4.52711
H13 -1.88114 -5.76883 5.25671
H14 -0.93774 -7.04264 5.95537
H15 0.85405 -6.63549 4.18675
H16 0.47054 -5.10048 4.87877
H17 -1.36027 -6.93836 2.00612
H18 -1.91581 -5.00591 0.19972
H19 0.09339 -3.24786 3.40255
H20 -2.12375 -2.36848 0.68429
H21 -0.39674 -2.30746 0.22744
H22 -0.87586 -1.72331 1.80310
B1 -3.54015 1.65855 -3.76696
F1 -4.49602 2.67831 -3.63278
F2 -3.16364 1.39910 -5.07948
F3 -2.35156 1.97716 -3.07105
F4 -3.99111 0.60193 -3.05452
B2 3.04364 -2.33874 0.32578
F5 2.19503 -3.18857 1.06339
F6 2.52737 -2.14292 -0.98287
F7 3.05796 -1.11939 0.99051
F8 4.31179 -2.91396 0.32208
B3 -3.43120 1.07561 0.20807
F9 -2.82514 2.12618 -0.48272
F10 -2.84445 1.07272 1.47856
F11 -4.78452 1.46736 0.32682
F12 -3.42498 -0.10389 -0.48907
B4 -0.06631 0.25719 -0.52344
F13 -0.95716 -0.83243 -0.73172
F14 1.19089 -0.05299 -0.98349
F15 -0.53400 1.38384 -1.20669
F16 -0.02756 0.50015 0.87229
B5 -3.38181 -2.85727 -2.63962
F17 -4.43264 -3.11054 -1.74309
F18 -2.78560 -1.57470 -2.47036
F19 -2.41374 -3.85767 -2.58393
F20 -3.93353 -2.77811 -3.93481
B6 0.41985 -0.75729 -3.76789
F21 0.27842 -1.14337 -5.08824
F22 0.88233 -1.78465 -2.98294
F23 1.40650 0.27213 -3.64757
F24 -0.78585 -0.23476 -3.29643
B7 4.49304 1.14913 -1.56162
F25 4.62376 -0.28373 -1.66138
F26 3.20335 1.36565 -2.03480
F27 4.62941 1.68934 -0.26457
F28 5.43625 1.74728 -2.37252